(1)
# C3H7N2OS

A structure of composition C3H7N2OS (ωB97M-V/def2-TZVPD, the OMol25 dataset).

```
14
C3H7N2OS (ωB97M-V/def2-TZVPD)
H 1.526 -1.244 -1.591
O 2.093 -0.910 -0.844
C 0.145 -1.815 0.240
N 1.245 -0.837 0.164
H -0.669 3.890 0.131
H -1.118 -0.460 1.556
S -0.146 0.394 -0.549
H -1.976 -1.212 0.268
H 0.710 2.856 0.357
H 0.444 -2.548 0.931
C -0.917 -0.869 0.509
C -0.955 2.029 -0.462
N -0.305 2.943 0.093
H -0.077 -2.217 -0.804
```

Results
Total charge: +1
Energy relative to the best compared isomer or geometry (same formula, charge and spin) in kJ/mol: 666.9
E_LUMO (spin up / spin down) in eV: -5.6466 / -5.6470
HOMO energy (spin up / spin down) in eV: -13.767 / -13.767

(2)
# C3H10N2O

A cluster of 2 separate species, C3H10N2O in total (ωB97M-V/def2-TZVPD, the OMol25 dataset).

```
16
C3H10N2O (ωB97M-V/def2-TZVPD)
H -3.425 0.430 2.098
H 1.612 -0.596 1.075
N 0.072 0.356 2.033
H -1.128 1.779 2.660
C 0.779 0.068 0.965
C -2.393 -0.042 1.991
H -1.370 1.777 1.022
H -2.295 -0.604 2.918
C -1.116 1.094 1.937
H 1.078 0.255 -1.063
H 3.271 -1.454 -6.089
H -0.074 1.325 -0.493
H 3.352 -2.535 -4.953
H -2.187 -0.858 1.359
N 0.627 0.659 -0.272
O 3.196 -1.654 -5.188
```

Results
Energy relative to the best compared isomer or geometry (same formula, charge and spin) in kJ/mol: 219.5
Structure (SMILES): CC/N=C\N.O
E_LUMO in eV: 0.8622
HOMO energy in eV: -8.630

(3)
# C4H32BO24

A cluster of 17 separate species, C4H32BO24 in total (ωB97M-V/def2-TZVPD, the OMol25 dataset).

```
61
C4H32BO24 (ωB97M-V/def2-TZVPD)
H -3.291 -4.731 0.375
C -0.457 -1.183 1.678
O -2.729 1.461 2.146
O -0.137 -3.746 4.502
O -2.257 -5.961 -0.594
H -3.332 -2.234 -1.104
O -4.509 -1.943 1.912
H -2.524 0.765 1.523
H 3.928 3.011 0.080
H -0.815 -3.634 5.167
H 5.909 0.010 -0.871
H 0.879 4.032 -3.933
O -1.145 4.270 -0.332
O -4.212 -4.513 0.516
H -4.623 -1.477 -0.873
H 1.861 1.493 3.042
O 3.261 0.907 -4.975
O -3.616 -0.695 4.276
O 2.682 1.030 2.870
H 0.191 3.260 -5.039
H 2.590 0.704 1.975
H 7.298 0.465 -0.476
H -3.133 2.148 1.615
O 0.517 4.132 -4.813
O -1.367 -2.977 0.317
O -0.775 -1.532 2.849
O -3.688 -1.348 -1.031
H -0.760 3.413 -0.148
H -2.006 4.240 0.084
O 0.141 -0.038 1.331
H -1.886 -6.315 -1.402
O -1.623 2.899 -3.471
O 1.920 -0.047 -0.371
C 0.986 1.693 -1.566
H 4.115 0.853 -5.405
H 0.442 3.264 3.077
O -0.199 -1.256 -0.641
H -4.063 -1.070 3.516
O 0.823 2.671 -2.332
H 5.174 -2.194 -2.032
O 3.313 0.857 -1.858
C 2.225 0.818 -1.317
H -3.814 -1.787 1.272
O 6.407 0.786 -0.614
H -0.796 2.850 -2.991
H 4.322 -0.948 -1.917
H -1.511 -5.572 -0.137
H -0.438 2.049 3.277
C -0.666 -1.931 0.374
H -0.227 -2.980 3.935
H 2.683 3.460 -0.654
H -1.766 3.835 -3.608
O 0.466 2.350 3.360
H 3.292 1.727 -4.482
O 5.072 -1.391 -1.521
H -2.689 -0.703 4.038
O 3.406 3.788 -0.120
H -4.767 -2.853 1.769
H -4.633 -5.353 0.699
B 0.456 -0.024 -0.116
O 0.091 1.193 -0.832
```

Results
Total charge: -1
Energy relative to the best compared isomer or geometry (same formula, charge and spin) in kJ/mol: 194.8
E_LUMO in eV: 1.5666
HOMO energy in eV: -8.061

(4)
# C22H49AgO17

A structure of composition C22H49AgO17 (ωB97M-V/def2-TZVPD, the OMol25 dataset).

```
89
C22H49AgO17 (ωB97M-V/def2-TZVPD)
H 7.630 11.686 7.507
O 13.329 14.354 12.927
C 14.085 11.870 10.813
C 13.450 15.196 8.538
H 8.224 11.916 11.368
H 16.245 9.652 10.338
H 14.994 10.760 12.460
H 10.447 13.979 9.114
H 11.618 15.155 15.018
H 11.565 9.052 15.774
H 16.183 11.699 10.371
C 16.521 8.647 10.688
O 13.493 15.844 6.174
H 9.254 13.275 10.903
C 15.295 7.779 10.413
H 13.270 11.566 12.739
C 11.199 9.082 13.635
O 14.708 11.034 9.858
C 8.353 12.708 10.587
H 12.204 10.335 7.376
H 8.468 12.144 6.016
C 11.939 14.369 13.114
H 14.519 8.318 9.832
O 8.517 12.109 9.329
C 14.001 14.086 14.060
H 18.748 12.457 11.542
C 12.065 11.203 6.709
O 15.086 8.348 13.734
H 13.044 14.631 4.562
H 11.590 13.420 12.674
H 13.089 12.319 10.517
H 12.029 8.823 12.933
O 16.556 8.761 12.126
H 13.328 16.274 8.783
H 7.369 10.746 5.980
H 14.402 14.088 6.835
C 9.395 10.998 9.363
C 14.166 15.086 7.183
H 13.346 11.738 5.131
C 8.085 11.301 6.613
C 10.284 11.181 13.858
O 17.113 11.988 10.322
H 18.462 11.605 7.722
H 11.531 15.322 12.697
C 11.657 9.730 14.959
H 13.394 10.137 11.873
H 17.274 13.056 12.163
C 8.935 9.932 8.370
O 14.702 7.596 11.668
H 10.439 11.380 9.146
O 13.191 13.861 15.090
H 14.598 12.794 11.006
H 15.100 15.661 7.297
H 12.095 14.260 5.974
H 11.505 14.481 10.398
H 9.548 9.040 8.444
O 12.193 14.430 8.474
H 14.077 14.809 9.355
H 11.302 10.872 5.999
C 13.991 11.025 12.111
C 11.181 14.703 9.388
H 11.639 15.693 5.163
H 17.406 11.730 6.356
O 16.923 13.048 7.888
C 12.545 15.055 5.433
H 17.095 12.867 8.898
O 15.206 13.949 14.118
H 12.718 9.927 14.851
H 15.353 6.827 9.956
O 9.763 12.237 13.544
H 11.168 13.373 14.847
O 13.445 11.256 5.963
H 9.587 10.598 10.392
H 7.447 13.274 10.578
H 18.561 13.054 6.584
H 10.755 15.668 9.422
O 9.153 10.426 7.016
O 10.877 10.979 15.074
H 7.887 9.618 8.565
H 10.538 8.183 13.745
H 11.898 12.160 7.240
H 17.442 8.248 10.305
O 10.471 10.195 12.977
C 15.397 8.322 12.608
C 17.892 12.323 7.092
H 17.575 11.287 12.205
C 17.677 12.199 11.602
Ag 14.783 11.837 7.789
C 11.852 14.168 14.648
```

Results
E_LUMO in eV: 0.1527
HOMO energy in eV: -8.431

(5)
# C4H5N3O

A structure of composition C4H5N3O (ωB97M-V/def2-TZVPD, the OMol25 dataset).

```
13
C4H5N3O (ωB97M-V/def2-TZVPD)
H -0.064 0.505 1.661
C -0.538 0.789 -0.455
H 2.171 -0.061 0.527
H -0.025 -2.193 1.484
N 0.949 1.589 -1.916
H -1.578 -1.365 1.392
C -0.628 -1.489 0.878
C -0.048 -0.078 0.739
O -0.365 1.992 -2.154
N -1.261 1.508 -1.214
C 0.799 0.805 -0.894
H -0.683 -1.953 -0.108
N 1.270 -0.049 0.061
```

Results
Energy relative to the best compared isomer or geometry (same formula, charge and spin) in kJ/mol: 527.1
E_LUMO in eV: 0.6124
HOMO energy in eV: -9.412

(6)
# C4H4BrF2NO

An isolated molecule of C4H4BrF2NO (ωB97M-V/def2-TZVPD, the OMol25 dataset).

```
13
C4H4BrF2NO (ωB97M-V/def2-TZVPD)
H -0.929 -1.571 -1.012
C -1.596 -1.153 -0.240
Br 2.347 -1.381 0.220
C 1.285 1.308 0.509
O -1.803 0.881 1.029
H -1.743 -1.936 0.561
C -1.179 0.153 0.333
H 1.925 1.176 1.469
N 0.213 0.339 0.296
C 1.396 0.157 -0.453
F 1.065 2.575 -0.031
H -2.506 -0.892 -0.900
F 1.526 0.343 -1.782
```

Results
Multiplicity: 3
E_LUMO (spin up / spin down) in eV: 0.6489 / -3.5318
HOMO energy (spin up / spin down) in eV: -5.681 / -10.396
⟨S²⟩: 2.007